Record 1
Below is 5 unconnected molecules or ions with the total composition C27H68N5O9, with properties calculated with ωB97M-V/def2-TZVPD.

The geometry in XYZ format:
```
109
Properties=species:S:1:pos:R:3:forces:R:3
N -0.356287 0.044591 -0.091080 1.9 -3.0 -0.4
O -1.376496 0.662818 -0.245659 -2.2 1.6 0.6
O -0.119454 -0.712220 0.881200 -1.0 0.3 1.7
O 0.482324 -0.023661 -0.984597 1.3 1.0 -1.9
C -0.251486 5.123347 3.360541 0.2 -0.2 -0.8
O -0.347692 3.692046 3.203955 -0.2 0.8 0.8
C -0.134873 3.091013 1.945619 1.2 -0.5 0.5
C 1.378051 3.181125 1.610799 -0.7 -0.5 0.9
N 2.270919 2.454380 2.653500 -1.3 -0.5 -0.4
H 3.218800 2.750719 2.469621 1.5 0.5 -0.7
H 2.088928 2.789817 3.588628 -0.6 0.5 0.5
C 2.356059 0.940994 2.804636 -0.2 0.7 0.1
C 1.319256 0.410869 3.781197 -2.0 0.6 -0.6
O 1.074794 1.259906 4.893032 1.4 0.4 0.2
C -0.126794 0.946292 5.551651 -0.1 -0.8 0.0
H 0.659477 5.563972 2.955459 0.3 -0.3 -0.4
H -0.179450 5.417010 4.407756 -0.6 -0.6 0.1
H -1.078395 5.608228 2.841693 -0.2 0.1 0.2
H -0.741141 3.437947 1.108865 0.0 0.7 0.0
H -0.480839 2.070205 2.108044 0.3 -0.2 -0.2
H 1.639229 4.236732 1.685529 0.4 0.0 0.2
H 1.652627 2.899489 0.594241 0.1 -0.6 0.2
H 3.358458 0.718964 3.170701 0.2 0.3 -0.1
H 2.273120 0.561870 1.786060 -0.2 -0.4 0.2
H 1.503751 -0.617878 4.090637 0.4 -0.1 0.0
H 0.354263 0.413356 3.274360 -0.1 -0.5 -0.5
H -0.991546 1.347990 5.023491 -0.1 0.3 0.0
H -0.104108 1.248198 6.598755 0.2 0.4 -0.3
H -0.246406 -0.136931 5.572324 -0.1 -0.3 0.0
C -2.925054 -5.162702 0.609817 -0.6 0.2 -0.3
O -3.212227 -4.108892 1.487318 0.5 0.5 1.4
C -3.089165 -2.869055 0.893754 -0.8 0.8 -0.4
C -3.530230 -1.702674 1.771488 -0.2 0.0 0.4
N -4.906608 -1.769485 2.409586 -0.7 -0.8 1.4
H -4.823557 -0.994089 3.051431 -0.3 0.2 0.6
H -5.714970 -1.495580 1.869571 -0.2 -0.1 -1.0
C -5.405676 -2.988889 3.242003 -0.3 -0.2 -1.1
C -6.767174 -2.697422 3.864235 -0.1 -0.4 1.6
O -7.713808 -2.242034 2.959579 -0.6 0.7 0.1
C -9.051744 -2.100296 3.570310 0.8 0.2 -1.3
H -2.002284 -5.059793 0.038844 0.8 -0.1 0.8
H -3.614482 -5.093111 -0.231581 -0.8 -0.7 0.1
H -3.033618 -6.014384 1.281340 0.3 -0.4 -0.9
H -3.754377 -2.883373 0.030397 -0.1 0.3 -0.5
H -2.080133 -2.660542 0.538113 0.2 0.2 0.1
H -3.578537 -0.769662 1.210018 0.4 -0.2 -0.4
H -2.940385 -1.466366 2.657117 0.7 -0.5 -0.3
H -4.622776 -3.313631 3.927354 -0.2 0.4 0.2
H -5.545100 -3.821536 2.552535 0.2 0.3 -0.3
H -6.694280 -2.102702 4.774774 0.3 1.0 -0.1
H -7.182627 -3.585615 4.340277 0.5 -0.9 -0.3
H -9.355698 -3.027490 4.056133 0.0 0.0 -0.1
H -9.662281 -1.856671 2.700840 -0.2 -0.3 0.3
H -9.137382 -1.260720 4.260153 0.5 0.0 0.1
C 6.884862 -3.130609 -1.145128 0.4 0.3 0.4
O 5.710548 -3.861526 -0.728563 0.1 0.0 -0.8
C 5.498379 -3.828844 0.668593 0.2 0.1 -0.6
C 4.190841 -4.499718 1.100295 -1.4 0.5 -1.0
N 2.978332 -4.076951 0.204404 1.1 0.1 -0.2
H 3.082160 -4.305583 -0.773880 1.1 -0.4 -0.8
H 2.156256 -4.625215 0.413448 0.0 -0.3 0.9
C 2.503824 -2.629183 0.073010 0.9 -0.3 0.9
C 3.255038 -1.889230 -1.063283 -1.5 0.1 1.0
O 3.023492 -2.700976 -2.154878 0.9 0.0 -2.0
C 3.193168 -2.028133 -3.431147 -0.5 -1.2 -0.3
H 6.957843 -2.170742 -0.633833 -0.3 0.2 0.1
H 6.955677 -2.942833 -2.216500 -1.0 -0.2 0.0
H 7.849467 -3.600376 -0.952872 -0.2 -0.7 0.5
H 5.437756 -2.788500 0.988171 0.2 0.2 0.2
H 6.369874 -4.310712 1.111770 -0.2 -0.1 0.7
H 3.886200 -4.133875 2.080842 0.3 -0.1 0.1
H 4.113016 -5.586934 1.102130 0.6 0.1 -0.1
H 2.640768 -2.167282 1.050753 -0.2 0.2 -0.1
H 1.460202 -2.896787 -0.092356 -0.2 1.5 -0.5
H 4.314452 -1.688317 -0.904012 0.1 -0.3 0.4
H 2.755113 -0.929587 -1.194726 -0.2 0.2 0.3
H 2.238610 -1.559080 -3.669714 0.1 0.2 -0.1
H 3.410322 -2.804232 -4.165049 -0.4 -0.2 0.1
H 4.022716 -1.341965 -3.601783 0.1 0.3 1.1
C -2.871578 3.286637 -1.847209 -0.3 1.2 -0.2
C -2.026153 3.427072 -3.143659 -1.1 -1.1 0.9
C -0.544205 3.592733 -2.859481 0.1 1.1 -2.0
N 0.317523 3.260194 -4.113799 0.9 -0.5 1.1
C 0.069474 1.736154 -4.391107 2.4 1.2 -0.7
C 1.194226 1.324417 -5.416566 -0.7 -1.2 0.3
C 2.630897 1.595073 -4.928493 -1.3 -0.8 -0.9
C 2.779857 3.071341 -4.776260 0.7 0.3 1.3
C 1.791962 3.587685 -3.709476 0.0 0.4 -1.0
C -0.012082 4.131140 -5.313300 -1.0 -1.1 -0.1
H -3.935254 3.365018 -2.072013 0.0 -0.1 -0.4
H -2.705792 4.169069 -1.229206 0.2 -0.2 0.5
H -2.768492 2.356794 -1.287870 0.6 0.1 -0.1
H -2.379141 4.250095 -3.765046 -0.1 0.1 0.2
H -2.313845 2.511702 -3.660807 0.6 0.0 -0.4
H -0.124451 3.061266 -2.005397 -0.1 -0.2 -0.2
H -0.353297 4.665070 -2.817614 0.0 0.1 0.9
H 0.198279 1.293277 -3.403499 0.2 -0.3 0.0
H -0.970560 1.573501 -4.673913 0.4 0.2 -0.5
H 1.104188 0.268439 -5.671344 -0.2 -0.3 0.4
H 1.040294 1.753802 -6.406534 -0.1 0.6 0.1
H 2.838578 1.006501 -4.034869 0.0 0.3 0.3
H 3.327353 1.232313 -5.684437 0.0 0.0 -0.1
H 3.794479 3.201969 -4.399990 0.0 0.6 0.1
H 2.740110 3.553437 -5.753043 -0.3 0.2 0.2
H 2.110580 3.302030 -2.706992 -0.6 -1.2 0.0
H 1.802196 4.666200 -3.551972 -0.1 0.2 -0.7
H 0.045065 5.203847 -5.128528 -0.4 -0.2 0.6
H -0.987002 3.733198 -5.594851 -0.3 0.9 -0.1
H 0.566959 3.982744 -6.224783 0.6 -0.5 0.6
```
Forces are in eV/Å.

The frontier orbital gap (spin up / spin down) is 2.05 / 8.49 eV. For the total energy, the calculation gives -2019.49857 hartree. Its total charge is +2. The value obtained for the lowest unoccupied orbital energy (spin up / spin down) is -4.05 / -4.07 eV. Its spin multiplicity is 2. The max |F| comes out at 3.5 eV/Å.

=====

Record 2
Below is C5H6O in the gas phase, with properties calculated with ωB97M-V/def2-TZVPD.

The geometry in XYZ format:
```
12
Properties=species:S:1:pos:R:3:forces:R:3
C 1.074711 -0.430402 -0.604287 0.0 0.0 -0.4
C -0.045458 0.461589 -0.118740 0.5 0.3 -0.2
C -0.004582 1.789163 -0.167209 0.0 -0.1 0.0
O 1.558559 -1.295098 0.394759 0.2 -0.1 0.2
C -1.161335 -0.238081 0.404131 -0.6 -0.5 0.3
C -2.049744 -0.918196 0.842690 0.4 0.4 -0.2
H 0.813030 -1.758527 0.788712 -0.1 -0.1 0.0
H 0.714388 -1.013316 -1.469729 0.1 0.2 0.1
H 1.928575 0.173016 -0.920001 -0.2 0.0 0.0
H 0.853284 2.307601 -0.558949 0.2 0.0 -0.1
H -0.825306 2.392674 0.180460 -0.2 0.1 0.1
H -2.856123 -1.470423 1.228164 -0.4 -0.3 0.2
```
Forces are in eV/Å.

The frontier orbital gap is 10.34 eV. For the total energy, the calculation gives -269.26183 hartree. Its total charge is 0. The value obtained for the lowest unoccupied orbital energy is 0.84 eV. Its SMILES is C#CC(=C)CO. The max |F| comes out at 0.9 eV/Å.

=====

Which value of max |F| does entry 1 give? 3.5 eV/Å